Entry 1:
63
Properties=species:S:1:pos:R:3:nbo_charge:R:1 method="wB97M-V/def2-TZVPD" multiplicity=2 largest_force_ev_per_a=0.31 total_charge=+1 homo_energy_ev="-11.09 / -10.90" lumo_energy_ev="-3.99 / -4.04" relative_energy_kj_mol=0.00 gap_ev="7.09 / 6.86"
Re -0.011 0.114 0.201 1.725
Br -6.795 -2.444 -1.629 0.103
C -5.045 -2.083 -1.028 -0.121
C -4.201 -3.140 -0.677 -0.159
C -2.919 -2.890 -0.234 -0.251
C -2.457 -1.580 -0.155 0.442
O -1.217 -1.363 0.295 -0.709
C -3.297 -0.515 -0.497 -0.223
C -2.904 0.856 -0.347 0.212
N -1.729 1.306 -0.053 -0.461
C -1.550 2.712 0.120 0.097
C -2.386 3.716 -0.288 -0.183
C -2.090 5.055 0.040 -0.184
C -0.980 5.379 0.771 -0.160
C -0.082 4.364 1.170 -0.092
C 1.095 4.584 1.923 -0.078
C 1.907 3.533 2.238 -0.256
C 1.580 2.249 1.765 0.145
N 0.486 2.019 1.077 -0.442
C -0.367 3.042 0.802 0.223
C -4.607 -0.785 -0.926 -0.157
H -4.560 -4.157 -0.748 0.245
H -2.252 -3.692 0.053 0.252
H -3.704 1.581 -0.465 0.202
H -3.277 3.510 -0.866 0.228
H -2.767 5.831 -0.289 0.238
H -0.772 6.406 1.040 0.235
H 1.340 5.590 2.242 0.237
H 2.808 3.667 2.818 0.247
H 2.231 1.402 1.935 0.229
H -5.270 0.033 -1.178 0.232
F 1.915 -0.990 4.320 -0.304
C 0.636 -1.243 4.585 0.753
F 0.107 -0.208 5.222 -0.294
F 0.540 -2.329 5.328 -0.284
S -0.281 -1.492 3.005 2.263
O 0.042 -0.204 2.324 -0.938
O -1.645 -1.708 3.332 -0.860
N 0.427 -2.736 2.389 -1.211
S 1.167 -2.841 1.021 2.276
O 1.392 -1.527 0.389 -0.943
O 0.686 -3.882 0.183 -0.871
C 2.891 -3.286 1.494 0.751
F 3.403 -2.323 2.255 -0.303
F 2.896 -4.428 2.155 -0.285
F 3.610 -3.399 0.385 -0.295
C -0.254 -1.103 -3.969 -0.708
C 0.376 -0.605 -2.709 0.659
O -0.412 -0.150 -1.845 -0.604
C 1.801 -0.634 -2.525 -0.300
C 2.626 -1.327 -3.433 -0.109
C 3.992 -1.290 -3.319 -0.248
C 4.568 -0.518 -2.304 -0.130
C 3.787 0.182 -1.413 -0.230
C 2.393 0.113 -1.487 0.403
O 1.692 0.807 -0.594 -0.679
H -1.312 -0.857 -3.965 0.250
H -0.146 -2.190 -4.008 0.261
H 0.230 -0.687 -4.850 0.252
H 2.175 -1.911 -4.224 0.223
H 4.614 -1.841 -4.009 0.234
H 5.646 -0.472 -2.213 0.230
H 4.228 0.780 -0.626 0.224



Entry 2:
54
Properties=species:S:1:pos:R:3:nbo_charge:R:1 method="wB97M-V/def2-TZVPD" largest_force_ev_per_a=0.44 homo_energy_ev=-7.71 lumo_energy_ev=-0.45 relative_energy_kj_mol=28.93 gap_ev=7.26
Pd -0.008 -0.047 -0.736 0.761
F -1.050 4.533 3.691 -0.331
C -0.960 3.820 2.550 0.981
F -0.044 4.435 1.788 -0.314
F -2.145 3.953 1.927 -0.322
C -0.618 2.383 2.825 -0.233
C -0.303 1.989 4.112 -0.117
C 0.026 0.668 4.360 -0.300
C 0.003 -0.211 3.290 0.070
N -0.301 0.142 2.047 -0.487
C -0.591 1.428 1.793 0.098
S -0.920 1.841 0.120 -0.080
H -0.310 2.717 4.911 0.231
H 0.288 0.332 5.352 0.221
H 0.237 -1.261 3.435 0.191
O 1.783 0.736 -0.417 -0.712
C 2.624 -0.149 -1.092 0.135
C 1.837 -1.468 -1.154 -0.214
C 0.900 -1.828 -2.107 -0.315
C 0.264 -3.072 -1.806 -0.256
C 0.717 -3.612 -0.647 -0.404
S 1.929 -2.655 0.099 0.498
C 2.865 0.351 -2.510 -0.217
C 2.258 1.436 -3.064 -0.250
C 2.655 1.653 -4.415 -0.257
C 3.545 0.724 -4.852 -0.419
S 3.918 -0.422 -3.631 0.434
C 3.918 -0.298 -0.329 -0.225
C 4.890 -1.248 -0.445 -0.265
C 5.998 -0.998 0.408 -0.260
C 5.833 0.138 1.140 -0.430
S 4.335 0.900 0.820 0.518
H 0.764 -1.261 -3.019 0.264
H -0.488 -3.529 -2.432 0.231
H 0.404 -4.539 -0.193 0.240
H 1.568 2.044 -2.497 0.252
H 2.297 2.466 -5.029 0.223
H 4.009 0.657 -5.823 0.235
H 4.820 -2.095 -1.115 0.225
H 6.869 -1.633 0.473 0.221
H 6.510 0.553 1.869 0.235
N -1.920 -0.753 -0.926 -0.377
C -3.027 -0.754 -0.632 0.430
C -4.404 -0.754 -0.265 -0.129
C -4.869 -1.687 0.662 -0.169
C -6.202 -1.666 1.028 -0.209
C -7.060 -0.723 0.478 -0.171
C -6.591 0.206 -0.441 -0.207
C -5.260 0.198 -0.818 -0.164
H -4.185 -2.409 1.086 0.231
H -6.574 -2.384 1.746 0.226
H -8.101 -0.710 0.770 0.223
H -7.263 0.942 -0.860 0.227
H -4.874 0.922 -1.522 0.235



Entry 3:
55
Properties=species:S:1:pos:R:3:nbo_charge:R:1 method="wB97M-V/def2-TZVPD" largest_force_ev_per_a=3.41 homo_energy_ev=-7.69 lumo_energy_ev=-2.55 smiles="O=[N+]([O-])c1cc([N+](=O)[O-])c2nonc2c1.N#CC=P(c1ccccc1)(c1ccccc1)c1ccccc1" relative_energy_kj_mol=6.81 gap_ev=5.15
C 5.604 -0.383 0.668 -0.192
C 4.858 0.524 1.433 -0.214
C 3.501 0.697 1.176 -0.192
C 2.910 0.027 0.093 -0.337
P 1.283 0.618 -0.401 1.599
C 1.533 2.034 -1.483 -0.424
C 0.419 2.744 -1.958 -0.097
C 0.595 3.729 -2.932 -0.228
C 1.879 4.029 -3.405 -0.182
C 2.994 3.368 -2.876 -0.216
C 2.822 2.384 -1.904 -0.173
C 0.641 -0.688 -1.449 -0.420
C 0.011 -1.728 -0.765 -0.200
C -0.647 -2.737 -1.463 -0.199
C -0.620 -2.721 -2.864 -0.193
C 0.105 -1.732 -3.546 -0.227
C 0.715 -0.691 -2.847 -0.133
C 0.195 0.984 0.923 -1.051
C -0.047 2.314 1.290 0.274
N -0.263 3.427 1.620 -0.435
C 3.626 -0.959 -0.607 -0.213
C 4.984 -1.134 -0.338 -0.205
H 6.668 -0.510 0.862 0.221
H 5.320 1.104 2.233 0.225
H 2.893 1.366 1.792 0.243
H -0.578 2.517 -1.575 0.231
H -0.280 4.259 -3.308 0.225
H 2.017 4.779 -4.182 0.221
H 4.007 3.600 -3.197 0.222
H 3.683 1.874 -1.473 0.228
H 0.019 -1.732 0.323 0.240
H -1.170 -3.506 -0.890 0.221
H -1.162 -3.482 -3.426 0.222
H 0.192 -1.744 -4.632 0.222
H 1.236 0.121 -3.360 0.223
H -0.094 0.188 1.617 0.263
H 3.124 -1.571 -1.358 0.231
H 5.544 -1.864 -0.923 0.221
O -7.256 -0.729 3.917 -0.325
N -6.251 -1.455 3.998 0.497
O -6.200 -2.467 4.733 -0.366
C -5.049 -1.139 3.227 0.050
C -3.816 -1.673 3.593 -0.157
C -2.681 -1.481 2.764 0.082
N -1.541 -2.338 2.949 0.487
O -1.659 -3.297 3.749 -0.345
O -0.486 -2.127 2.302 -0.381
C -2.706 -0.614 1.655 -0.130
C -3.946 -0.092 1.244 0.097
N -4.294 0.453 0.043 -0.018
O -5.719 0.501 0.126 -0.110
N -6.218 0.002 1.311 0.002
C -5.117 -0.333 2.022 0.044
H -3.734 -2.280 4.490 0.291
H -1.845 -0.438 1.008 0.282



Entry 4:
57
Properties=species:S:1:pos:R:3:nbo_charge:R:1 method="wB97M-V/def2-TZVPD" largest_force_ev_per_a=0.74 total_charge=+2 homo_energy_ev=-14.35 lumo_energy_ev=-8.04 relative_energy_kj_mol=0.00 gap_ev=6.32
Ta -0.164 0.155 -0.561 2.372
C 0.597 -3.876 -4.185 -0.172
C -0.555 -3.116 -4.341 -0.189
C -1.037 -2.357 -3.286 -0.213
C -0.344 -2.359 -2.083 0.138
C 0.799 -3.130 -1.909 -0.247
C 1.270 -3.890 -2.969 -0.187
N -0.864 -1.615 -0.950 -0.721
C -1.892 -2.232 -0.199 0.160
C -2.318 -3.540 -0.355 -0.227
C -3.353 -3.992 0.451 -0.107
C -3.969 -3.166 1.396 -0.197
C -3.550 -1.862 1.556 -0.160
C -2.504 -1.416 0.751 0.097
N -1.931 -0.143 0.788 -0.207
N -2.392 0.721 1.556 -0.084
C -1.659 1.915 1.536 0.298
C -2.059 2.957 2.344 -0.177
C -1.283 4.109 2.351 -0.098
C -0.146 4.158 1.563 -0.202
C 0.180 3.069 0.771 0.090
N -0.571 1.962 0.745 -0.520
H 0.966 -4.470 -5.010 0.243
H -1.084 -3.119 -5.285 0.244
H -1.939 -1.769 -3.393 0.236
H 1.296 -3.149 -0.946 0.228
H 2.152 -4.502 -2.842 0.237
H -1.859 -4.189 -1.088 0.252
H -3.692 -5.013 0.340 0.248
H -4.775 -3.552 2.003 0.251
H -4.004 -1.198 2.277 0.252
H -2.949 2.851 2.946 0.269
H -1.562 4.951 2.969 0.261
H 0.492 5.030 1.551 0.264
H 1.059 3.083 0.143 0.236
S 2.854 -1.204 2.645 0.561
C 1.395 -0.955 3.484 -0.365
C 0.378 -0.555 2.666 -0.260
C 0.782 -0.431 1.305 -0.431
C 2.115 -0.760 1.169 -0.289
C 2.752 -0.726 -0.130 0.245
C 4.062 -1.079 -0.408 -0.229
C 4.516 -1.003 -1.713 -0.069
C 3.656 -0.579 -2.720 -0.247
C 2.367 -0.244 -2.387 0.101
N 1.913 -0.313 -1.114 -0.617
H 1.353 -1.124 4.548 0.270
H -0.617 -0.372 3.045 0.229
H 4.714 -1.407 0.389 0.254
H 5.538 -1.272 -1.946 0.255
H 3.980 -0.510 -3.748 0.261
H 1.661 0.077 -3.139 0.243
F 0.412 1.909 -1.752 -0.511
B -0.807 1.703 -2.620 1.368
F -0.511 0.467 -3.172 -0.489
F -1.142 2.724 -3.358 -0.453
F -1.750 1.349 -1.528 -0.494



Entry 5:
55
Properties=species:S:1:pos:R:3:nbo_charge:R:1 method="wB97M-V/def2-TZVPD" largest_force_ev_per_a=5.36 total_charge=+2 homo_energy_ev=-12.16 lumo_energy_ev=-10.78 gap_ev=1.38
C 4.017 -2.746 4.788 -0.675
C 4.190 -1.856 3.457 0.118
C 4.132 -0.290 3.424 -0.221
C 4.260 0.524 2.090 -0.185
C 4.475 -0.226 0.705 0.084
C 4.550 0.637 -0.667 -0.484
C 2.991 0.815 -1.089 -0.073
C 2.347 -0.464 -1.773 0.193
N 3.113 -1.710 -2.034 -0.542
C 3.802 -1.556 -3.147 0.266
S 4.972 -0.997 -4.200 0.171
C 0.847 -0.459 -2.184 -0.219
C 0.036 0.835 -1.884 -0.051
C 0.682 2.121 -1.223 -0.184
C 2.200 2.128 -0.809 0.529
F 2.793 3.270 -0.206 -0.308
C -0.289 3.392 -0.951 0.534
O 0.037 4.576 -1.182 -0.442
C -1.747 2.943 -0.396 -0.073
C -2.415 3.739 0.758 -0.156
C -3.797 3.179 1.251 -0.156
C -4.452 1.882 0.630 -0.322
P -6.103 1.381 1.450 0.798
S -7.672 2.081 0.550 -0.497
C -3.791 1.079 -0.560 -0.018
C -4.488 -0.205 -1.195 -0.319
Br -5.105 0.088 -3.099 0.069
C -3.713 -1.602 -0.993 -0.282
C -3.356 -2.352 -2.400 -0.596
Br -2.145 -1.519 0.244 0.112
C -2.406 1.662 -1.051 -0.098
C -1.549 0.982 -2.205 0.539
O -1.941 0.613 -3.338 -0.517
C 4.560 -1.785 0.762 -0.214
C 4.433 -2.594 2.098 -0.196
H 4.998 -2.923 5.344 0.271
H 3.217 -2.209 5.433 0.246
H 3.536 -3.765 4.518 0.243
H 3.956 0.237 4.425 0.251
H 4.180 1.666 2.176 0.254
H 5.052 1.663 -0.474 0.275
H 5.148 0.046 -1.439 0.263
H 0.296 -1.338 -2.651 0.248
H -1.941 4.672 1.236 0.280
H -4.305 3.736 2.120 0.259
H -6.029 1.750 2.852 0.027
H -6.115 -0.071 1.390 -0.034
H -5.492 -0.320 -0.627 0.270
H -4.445 -2.337 -0.472 0.234
H -2.621 -1.768 -3.050 0.319
H -4.319 -2.688 -2.939 0.017
H -2.801 -3.333 -2.096 0.225
H 4.711 -2.420 -0.183 0.254
H 4.477 -3.741 2.120 0.249
Sn -4.969 -4.425 -3.302 1.265



Entry 6:
56
Properties=species:S:1:pos:R:3:nbo_charge:R:1 method="wB97M-V/def2-TZVPD" largest_force_ev_per_a=0.11 total_charge=+2 homo_energy_ev=-11.95 lumo_energy_ev=-6.31 relative_energy_kj_mol=0.00 gap_ev=5.64
Mg -1.582 2.543 2.283 1.766
C 5.097 -6.299 -5.615 -0.260
O 3.737 -6.391 -5.198 -0.466
C 3.243 -5.423 -4.416 0.357
C 3.966 -4.315 -3.973 -0.325
C 3.352 -3.375 -3.167 -0.060
C 2.020 -3.515 -2.786 -0.202
C 1.305 -4.631 -3.237 -0.148
C 1.903 -5.572 -4.039 -0.250
C 1.418 -2.500 -1.937 0.439
N 2.025 -1.416 -1.487 -0.466
C 1.095 -0.765 -0.744 0.108
C -0.107 -1.446 -0.727 0.144
N 0.117 -2.557 -1.498 -0.526
C -1.248 -0.980 -0.025 -0.084
C -2.498 -1.627 0.028 -0.106
C -3.529 -1.074 0.740 -0.232
C -3.317 0.133 1.406 0.067
N -2.153 0.767 1.377 -0.650
C -1.114 0.236 0.676 0.218
C 0.142 0.964 0.665 0.109
N 0.216 2.137 1.356 -0.646
C 1.355 2.817 1.354 0.080
C 2.495 2.385 0.673 -0.239
C 2.439 1.207 -0.026 -0.095
C 1.244 0.468 -0.041 0.011
H 5.277 -7.176 -6.228 0.218
H 5.769 -6.310 -4.756 0.186
H 5.262 -5.399 -6.209 0.186
H 5.000 -4.180 -4.252 0.235
H 3.908 -2.515 -2.822 0.226
H 0.265 -4.782 -2.969 0.194
H 1.361 -6.438 -4.393 0.241
H -0.532 -3.293 -1.716 0.430
H -2.645 -2.563 -0.496 0.237
H -4.496 -1.552 0.793 0.256
H -4.114 0.594 1.976 0.212
H 1.372 3.744 1.913 0.211
H 3.394 2.982 0.708 0.255
H 3.292 0.824 -0.572 0.264
N -2.135 3.495 6.382 -0.301
C -1.613 2.588 5.565 0.245
N -1.834 2.969 4.315 -0.689
C -2.517 4.153 4.456 0.278
N -2.714 4.497 5.699 -0.191
C -2.956 4.915 3.281 0.111
C -3.647 6.115 3.365 0.054
N -4.020 6.770 2.275 -0.294
C -3.712 6.240 1.098 0.030
C -3.020 5.040 0.997 0.028
N -2.642 4.377 2.090 -0.580
H -2.138 3.504 7.393 0.456
H -1.098 1.698 5.891 0.251
H -3.896 6.544 4.328 0.245
H -4.018 6.779 0.211 0.239
H -2.771 4.613 0.034 0.226



Entry 7:
58
Properties=species:S:1:pos:R:3:nbo_charge:R:1 method="wB97M-V/def2-TZVPD" multiplicity=2 largest_force_ev_per_a=2.52 total_charge=-2 homo_energy_ev="0.66 / -1.40" lumo_energy_ev="3.78 / 3.78" relative_energy_kj_mol=63.52 gap_ev="3.12 / 5.19"
Sr 1.998 -0.387 -1.856 1.753
S 6.179 2.959 -2.745 -0.253
C 5.094 1.830 -2.172 -0.515
S 5.830 0.207 -2.040 0.314
S 3.511 2.175 -1.713 -0.349
Br -0.238 2.951 -2.132 -0.046
C -0.672 1.565 -3.396 0.188
C -1.668 1.825 -4.295 -0.393
C -1.959 0.808 -5.261 -0.335
C -1.205 -0.354 -5.215 -0.188
C -0.222 -0.526 -4.251 -0.057
N 0.057 0.459 -3.298 -0.718
C 0.550 -1.812 -4.182 0.743
O 0.356 -2.667 -5.063 -0.734
O 1.348 -1.933 -3.180 -0.945
H -2.191 2.770 -4.269 0.202
H -2.739 0.952 -5.998 0.182
H -1.348 -1.165 -5.916 0.225
Cl 2.761 -0.118 1.563 0.066
C 1.906 0.689 2.832 -0.016
C 2.571 1.063 3.983 -0.239
C 1.870 1.696 5.000 -0.191
C 0.513 1.944 4.850 -0.254
C -0.146 1.564 3.694 -0.132
C 0.532 0.918 2.659 -0.389
P -0.191 0.512 1.029 0.838
C -1.860 1.259 1.192 -0.243
C -3.018 0.558 1.526 -0.239
C -4.241 1.209 1.597 -0.222
C -4.330 2.569 1.341 -0.219
C -3.182 3.278 1.013 -0.206
C -1.962 2.628 0.937 -0.210
C -0.573 -1.277 1.220 -0.229
C -1.148 -1.922 0.123 -0.227
C -1.354 -3.290 0.134 -0.198
C -0.970 -4.042 1.238 -0.225
C -0.380 -3.413 2.325 -0.226
C -0.180 -2.040 2.317 -0.245
H 3.630 0.862 4.082 0.230
H 2.385 1.993 5.905 0.206
H -0.034 2.439 5.644 0.204
H -1.204 1.764 3.582 0.213
H -2.966 -0.503 1.728 0.221
H -5.131 0.645 1.853 0.203
H -5.289 3.071 1.388 0.202
H -3.237 4.337 0.793 0.209
H -1.072 3.179 0.658 0.232
H -1.418 -1.338 -0.752 0.238
H -1.791 -3.779 -0.727 0.221
H -1.118 -5.115 1.242 0.206
H -0.066 -3.999 3.181 0.205
H 0.279 -1.556 3.169 0.216
N 1.922 -2.740 -0.548 -1.171
H 1.616 -3.231 0.284 0.356
H 2.935 -2.885 -0.646 0.401
H 1.509 -3.192 -1.362 0.400
S 5.173 -2.456 -1.364 -0.296
C 4.581 -0.938 -1.702 -0.760



Entry 8:
64
Properties=species:S:1:pos:R:3:nbo_charge:R:1 method="wB97M-V/def2-TZVPD" largest_force_ev_per_a=3.49 total_charge=-1 homo_energy_ev=-5.04 lumo_energy_ev=-1.39 relative_energy_kj_mol=0.00 gap_ev=3.66
F 1.262 3.518 -2.097 -0.356
C 1.560 3.150 -0.773 0.712
F 2.715 2.356 -0.847 -0.352
F 1.927 4.315 -0.097 -0.337
S 0.236 2.419 -0.043 0.096
N 0.736 -2.335 -2.311 -1.095
S 2.382 -2.278 -2.296 2.296
C 2.984 -1.945 -0.636 -0.342
C 3.428 -2.999 0.178 -0.134
C 3.991 -2.722 1.426 -0.246
C 4.106 -1.403 1.872 -0.222
C 3.630 -0.366 1.066 -0.156
C 3.116 -0.633 -0.201 -0.190
O 2.807 -3.619 -2.596 -0.940
O 2.843 -1.157 -3.084 -0.953
S -0.250 -1.128 -2.087 1.701
C -0.175 0.110 -3.432 -0.244
C -0.605 1.415 -3.200 -0.214
C -0.765 2.301 -4.265 -0.145
C -0.438 1.885 -5.560 -0.223
C 0.069 0.595 -5.771 -0.218
C 0.179 -0.311 -4.708 -0.187
O -1.655 -1.530 -2.157 -0.855
O -1.514 0.920 -0.166 -0.639
H 3.342 -4.018 -0.194 0.226
H 4.322 -3.543 2.068 0.205
H 4.536 -1.162 2.847 0.207
H 3.743 0.661 1.397 0.226
H 2.803 0.189 -0.834 0.251
H -0.745 1.753 -2.168 0.252
H -1.151 3.304 -4.075 0.209
H -0.588 2.570 -6.400 0.209
H 0.379 0.283 -6.768 0.214
H 0.521 -1.336 -4.848 0.238
F -1.418 1.707 2.003 -0.380
C -1.305 0.686 1.054 0.341
S -2.832 -0.421 1.412 2.061
C -4.025 0.474 0.368 -0.217
C -4.137 0.119 -0.975 -0.200
C -4.749 0.995 -1.868 -0.209
C -5.257 2.211 -1.403 -0.202
C -5.186 2.531 -0.043 -0.224
C -4.592 1.645 0.858 -0.223
O -2.668 -1.718 0.820 -0.907
O -3.146 -0.244 2.806 -0.937
S 0.293 -0.424 1.849 1.948
C 0.421 -0.867 3.610 -0.180
C 0.775 0.153 4.492 -0.207
C 1.342 -0.188 5.719 -0.213
C 1.569 -1.534 6.033 -0.205
C 1.172 -2.545 5.153 -0.220
C 0.598 -2.214 3.923 -0.209
O 0.348 -1.698 1.152 -0.937
O 1.438 0.476 1.739 -0.947
H -3.731 -0.824 -1.321 0.267
H -4.803 0.726 -2.925 0.217
H -5.706 2.914 -2.105 0.208
H -5.580 3.481 0.323 0.211
H -4.519 1.866 1.920 0.238
H 0.638 1.189 4.188 0.241
H 1.623 0.607 6.409 0.212
H 2.055 -1.791 6.974 0.209
H 1.325 -3.596 5.401 0.215
H 0.326 -2.973 3.193 0.256



no.,molar mass (u),energy (hartree)
1,927.67,-5739.65803
2,665.12,-3205.95535
3,511.43,-1992.56326
4,701.29,-2155.26426
5,770.07,-7805.96708
6,497.81,-1770.03152
7,754.68,-6261.93190
8,710.77,-4049.63540